A molecular structure, C26H29MoN2O2PSe2. Source: the Open Molecules 2025 dataset; level of theory: the ωB97M-V functional and the def2-TZVPD basis.

Cartesian coordinates (Å):
Mo1 0.10 -0.07 -0.81
Se1 0.98 -1.50 1.12
P1 0.51 0.24 2.36
Se2 -0.38 1.64 0.88
C1 -0.70 -0.14 3.62
C2 -0.66 -1.40 4.22
C3 -1.50 -1.67 5.28
C4 -2.38 -0.70 5.75
C5 -2.41 0.55 5.15
C6 -1.57 0.84 4.08
C7 1.98 0.95 3.09
C8 2.95 0.08 3.57
C9 4.05 0.60 4.24
C10 4.17 1.97 4.41
C11 3.20 2.83 3.92
C12 2.10 2.33 3.26
H1 0.02 -2.17 3.86
H2 -1.48 -2.65 5.75
H3 -3.03 -0.91 6.58
H4 -3.10 1.31 5.51
H5 -1.60 1.82 3.62
H6 2.86 -0.99 3.43
H7 4.81 -0.07 4.62
H8 5.04 2.37 4.93
H9 3.31 3.90 4.06
H10 1.35 3.01 2.88
C13 -0.89 3.05 -3.79
C14 -0.05 2.05 -3.08
O1 -0.62 1.36 -2.19
C15 1.35 1.86 -3.40
C16 1.94 2.63 -4.42
C17 3.26 2.47 -4.76
C18 4.03 1.52 -4.09
C19 3.48 0.74 -3.09
C20 2.15 0.91 -2.74
O2 1.69 0.11 -1.74
H11 -1.91 3.01 -3.41
H12 -0.89 2.85 -4.86
H13 -0.49 4.05 -3.64
H14 1.35 3.37 -4.94
H15 3.70 3.07 -5.55
H16 5.07 1.38 -4.36
H17 4.07 0.01 -2.56
C21 -2.44 -1.57 -0.43
C22 -3.49 -2.63 -0.86
N1 -3.16 -3.18 -2.16
C23 -3.13 -2.11 -3.15
C24 -2.07 -1.05 -2.78
N2 -1.39 -1.46 -1.50
C25 -0.76 -2.81 -1.71
C26 -1.86 -3.83 -2.12
H18 -1.95 -1.84 0.50
H19 -2.89 -0.57 -0.31
H20 -4.49 -2.18 -0.91
H21 -3.53 -3.44 -0.13
H22 -4.12 -1.65 -3.21
H23 -2.92 -2.55 -4.13
H24 -2.50 -0.07 -2.62
H25 -1.29 -0.97 -3.54
H26 -0.28 -3.10 -0.77
H27 0.00 -2.70 -2.47
H28 -1.91 -4.65 -1.40
H29 -1.65 -4.26 -3.09

- Relative energy (zero: lowest compared OMol25 entry of this formula, charge and spin): 8.7 kJ/mol
- ⟨S²⟩: 2.021
- Orbital gap (alpha / beta): 0.25924 / 0.25254 hartree
- Molecular weight: 686.36 g mol⁻¹
- Total charge: +2
- Calculated total energy: -6480.12376 a.u.
- Spin multiplicity: 3



C26H29N3O5 in the gas phase. Source: the Open Molecules 2025 dataset; level of theory: the ωB97M-V functional and the def2-TZVPD basis.

Cartesian coordinates (Å):
C1 -0.98 -4.44 -2.12
C2 -0.55 -4.92 -0.74
N1 -0.21 -3.81 0.11
C3 1.04 -3.29 0.26
C4 1.00 -2.13 0.99
C5 2.13 -1.26 1.24
C6 2.11 0.07 1.09
N2 0.96 0.78 0.66
C7 0.20 0.40 -0.41
O1 0.61 -0.40 -1.23
C8 -1.15 1.01 -0.47
C9 -2.17 0.24 -1.00
C10 -3.47 0.72 -1.01
C11 -3.77 1.98 -0.52
O2 -5.00 2.53 -0.48
C12 -6.09 1.79 -0.97
C13 -2.72 2.78 -0.01
O3 -3.10 4.02 0.43
C14 -2.11 4.88 0.94
C15 -1.43 2.29 0.02
C16 3.30 0.94 1.38
O4 3.69 1.16 2.51
N3 3.87 1.49 0.29
C17 3.61 1.11 -1.08
C18 4.86 0.42 -1.65
O5 6.00 1.24 -1.54
C19 6.25 1.58 -0.20
C20 5.06 2.31 0.42
C21 -0.37 -1.92 1.34
C22 -1.05 -0.98 2.11
C23 -2.42 -1.07 2.23
C24 -3.13 -2.10 1.61
C25 -2.48 -3.08 0.87
C26 -1.10 -2.98 0.75
H1 -0.19 -3.83 -2.57
H2 -1.88 -3.84 -2.05
H3 -1.18 -5.29 -2.77
H4 0.33 -5.56 -0.82
H5 -1.35 -5.49 -0.27
H6 1.88 -3.76 -0.19
H7 3.07 -1.73 1.48
H8 0.62 1.50 1.27
H9 -1.94 -0.74 -1.38
H10 -4.25 0.09 -1.41
H11 -6.22 0.86 -0.41
H12 -5.97 1.56 -2.03
H13 -6.96 2.42 -0.83
H14 -1.64 4.46 1.84
H15 -1.35 5.11 0.20
H16 -2.64 5.79 1.22
H17 -0.63 2.91 0.39
H18 2.76 0.43 -1.15
H19 3.40 2.01 -1.67
H20 4.73 0.21 -2.71
H21 5.02 -0.53 -1.11
H22 7.14 2.21 -0.20
H23 6.46 0.67 0.39
H24 5.23 2.50 1.48
H25 4.90 3.26 -0.10
H26 -0.51 -0.20 2.63
H27 -2.96 -0.34 2.81
H28 -4.20 -2.14 1.71
H29 -3.04 -3.88 0.42

- Relative energy (zero: lowest compared OMol25 entry of this formula, charge and spin): 213.7 kJ/mol
- SMILES string: CCn1cc(/C=C(\NC(=O)c2ccc(OC)c(OC)c2)C(=O)N2CCOCC2)c2ccccc21
- Orbital gap: 0.30107 hartree
- Molecular weight: 463.53 g mol⁻¹
- Calculated total energy: -1548.62425 a.u.



C26H29N3O8S in the gas phase. Source: the Open Molecules 2025 dataset; level of theory: the ωB97M-V functional and the def2-TZVPD basis.

Cartesian coordinates (Å):
C1 4.65 -1.36 2.37
C2 3.46 -0.87 1.61
C3 3.04 0.45 1.77
C4 1.94 0.94 1.10
C5 1.26 0.11 0.23
S1 -0.20 0.73 -0.61
O1 -1.01 -0.41 -0.94
O2 -0.74 1.79 0.18
N1 0.27 1.40 -2.04
C6 0.72 0.54 -3.11
C7 2.25 0.51 -3.16
O3 2.78 1.81 -3.24
C8 2.39 2.61 -2.14
C9 0.87 2.71 -2.05
C10 1.65 -1.20 0.04
C11 2.74 -1.70 0.74
N2 3.12 -3.05 0.56
C12 2.93 -4.08 1.42
O4 3.39 -5.18 1.21
C13 2.08 -3.77 2.66
O5 0.81 -3.26 2.27
C14 0.46 -2.04 2.73
O6 1.18 -1.38 3.46
C15 -0.84 -1.61 2.20
C16 -1.23 -0.28 2.39
C17 -2.40 0.20 1.83
C18 -3.20 -0.65 1.07
O7 -4.36 -0.29 0.47
C19 -4.60 1.08 0.17
C20 -3.72 1.59 -0.93
C21 -3.08 2.86 -1.05
C22 -3.09 3.98 -0.08
N3 -2.44 2.93 -2.18
O8 -2.60 1.74 -2.82
C23 -3.36 0.93 -2.08
C24 -3.66 -0.43 -2.58
C25 -2.84 -1.99 0.94
C26 -1.67 -2.46 1.48
H1 5.48 -0.67 2.25
H2 4.41 -1.40 3.44
H3 4.96 -2.35 2.05
H4 3.58 1.09 2.45
H5 1.59 1.95 1.25
H6 0.30 -0.45 -2.93
H7 0.32 0.94 -4.05
H8 2.60 -0.01 -4.06
H9 2.64 0.00 -2.27
H10 2.84 3.59 -2.31
H11 2.80 2.17 -1.21
H12 0.55 3.22 -1.14
H13 0.47 3.25 -2.92
H14 1.07 -1.84 -0.61
H15 3.56 -3.30 -0.31
H16 2.58 -3.05 3.31
H17 1.92 -4.71 3.20
H18 -0.59 0.37 2.97
H19 -2.65 1.23 1.97
H20 -5.65 1.09 -0.15
H21 -4.50 1.71 1.06
H22 -2.72 4.87 -0.56
H23 -2.44 3.72 0.75
H24 -4.10 4.16 0.30
H25 -3.64 -0.44 -3.66
H26 -2.89 -1.10 -2.20
H27 -4.62 -0.76 -2.21
H28 -3.49 -2.64 0.36
H29 -1.38 -3.49 1.34

- Relative energy (zero: lowest compared OMol25 entry of this formula, charge and spin): 18.1 kJ/mol
- SMILES string: Cc1ccc(S(=O)(=O)N2CCOCC2)cc1NC(=O)COC(=O)c1ccc(OCc2c(C)noc2C)cc1
- Orbital gap: 0.32851 hartree
- Molecular weight: 543.60 g mol⁻¹
- Calculated total energy: -2172.52331 a.u.



C26H29N5O2 in the gas phase. Source: the Open Molecules 2025 dataset; level of theory: the ωB97M-V functional and the def2-TZVPD basis.

Cartesian coordinates (Å):
C1 -4.99 -5.31 1.16
C2 -4.45 -3.97 0.76
C3 -4.04 -3.71 -0.54
C4 -3.55 -2.47 -0.91
C5 -3.48 -1.43 0.01
N1 -3.06 -0.14 -0.33
C6 -2.90 0.22 -1.72
C7 -3.04 1.73 -1.86
N2 -2.03 2.39 -1.06
C8 -1.98 3.83 -1.28
C9 -0.68 4.43 -0.70
C10 0.42 3.43 -0.64
N3 0.93 3.00 0.48
C11 1.87 2.07 0.13
C12 2.71 1.30 0.92
C13 3.57 0.41 0.29
N4 4.41 -0.36 1.10
C14 5.35 -1.28 0.75
O1 5.64 -1.62 -0.38
C15 6.02 -1.87 1.93
C16 7.01 -2.81 1.98
C17 7.30 -3.02 3.34
C18 6.46 -2.19 4.03
O2 5.69 -1.49 3.19
C19 3.59 0.29 -1.11
C20 2.76 1.06 -1.91
C21 1.90 1.94 -1.28
N5 0.97 2.84 -1.74
C22 0.62 3.05 -3.12
C23 -2.22 2.04 0.34
C24 -2.08 0.53 0.49
C25 -3.91 -1.69 1.32
C26 -4.38 -2.93 1.68
H1 -6.08 -5.29 1.19
H2 -4.69 -6.08 0.44
H3 -4.63 -5.59 2.14
H4 -4.08 -4.50 -1.28
H5 -3.22 -2.33 -1.92
H6 -3.69 -0.26 -2.31
H7 -1.92 -0.09 -2.11
H8 -2.90 2.01 -2.91
H9 -4.06 2.03 -1.55
H10 -2.00 3.99 -2.36
H11 -2.85 4.34 -0.85
H12 -0.38 5.29 -1.30
H13 -0.84 4.77 0.33
H14 2.68 1.39 2.00
H15 4.29 -0.20 2.09
H16 7.46 -3.29 1.13
H17 8.02 -3.69 3.76
H18 6.33 -2.01 5.08
H19 4.27 -0.41 -1.56
H20 2.78 0.95 -2.98
H21 1.47 2.80 -3.75
H22 0.35 4.09 -3.28
H23 -0.23 2.41 -3.40
H24 -1.46 2.53 0.94
H25 -3.22 2.35 0.69
H26 -2.20 0.25 1.53
H27 -1.06 0.25 0.17
H28 -3.89 -0.90 2.06
H29 -4.70 -3.10 2.70

- Relative energy (zero: lowest compared OMol25 entry of this formula, charge and spin): 58.7 kJ/mol
- SMILES string: Cc1ccc(N2CCN(CCc3nc4cc(NC(=O)c5ccco5)ccc4n3C)CC2)cc1
- Orbital gap: 0.30257 hartree
- Molecular weight: 443.55 g mol⁻¹
- Calculated total energy: -1432.44665 a.u.



C26H29NO4 in the gas phase. Source: the Open Molecules 2025 dataset; level of theory: the ωB97M-V functional and the def2-TZVPD basis.

Cartesian coordinates (Å):
C1 -3.10 -2.36 2.56
O1 -3.47 -1.85 1.30
C2 -3.10 -0.60 0.92
C3 -3.81 -0.10 -0.18
C4 -3.56 1.14 -0.71
C5 -2.57 1.94 -0.16
C6 -2.24 3.29 -0.73
C7 -1.86 3.21 -2.22
N1 -1.00 2.08 -2.52
C8 0.23 1.97 -2.00
O2 0.75 2.85 -1.33
C9 0.93 0.65 -2.29
C10 0.93 -0.22 -1.00
C11 0.47 -1.63 -1.25
C12 0.74 -2.32 -2.43
C13 0.30 -3.62 -2.60
C14 -0.40 -4.26 -1.60
C15 -0.66 -3.59 -0.42
C16 -0.22 -2.29 -0.24
C17 2.29 -0.22 -0.33
C18 3.24 -1.19 -0.62
C19 4.45 -1.23 0.03
C20 4.74 -0.29 1.00
C21 3.83 0.71 1.31
C22 4.12 1.74 2.36
C23 2.61 0.76 0.62
O3 1.74 1.76 0.96
C24 -1.85 1.46 0.92
C25 -2.09 0.21 1.48
O4 -1.37 -0.29 2.53
C26 -0.44 0.55 3.18
H1 -3.37 -1.68 3.37
H2 -3.66 -3.29 2.67
H3 -2.03 -2.57 2.62
H4 -4.58 -0.74 -0.59
H5 -4.14 1.49 -1.55
H6 -1.39 3.72 -0.19
H7 -3.09 3.97 -0.63
H8 -2.75 3.11 -2.85
H9 -1.33 4.13 -2.51
H10 -1.43 1.27 -2.92
H11 1.96 0.86 -2.59
H12 0.42 0.14 -3.10
H13 0.22 0.23 -0.29
H14 1.30 -1.84 -3.22
H15 0.52 -4.14 -3.53
H16 -0.75 -5.28 -1.74
H17 -1.21 -4.09 0.37
H18 -0.42 -1.78 0.69
H19 3.01 -1.94 -1.36
H20 5.17 -1.99 -0.21
H21 5.68 -0.32 1.53
H22 3.86 2.73 1.99
H23 5.16 1.72 2.65
H24 3.50 1.56 3.24
H25 1.37 2.17 0.15
H26 -1.07 2.08 1.34
H27 0.37 0.86 2.52
H28 -0.04 -0.05 4.00
H29 -0.93 1.44 3.59

- Relative energy (zero: lowest compared OMol25 entry of this formula, charge and spin): 0.0 kJ/mol
- SMILES string: COc1ccc(CCNC(=O)C[C@@H](c2ccccc2)c2cccc(C)c2O)cc1OC
- Orbital gap: 0.32064 hartree
- Molecular weight: 419.52 g mol⁻¹
- Calculated total energy: -1363.89046 a.u.



2 unconnected molecules or ions with the total composition C26H29O4S. Source: the Open Molecules 2025 dataset; level of theory: the ωB97M-V functional and the def2-TZVPD basis.

Cartesian coordinates (Å):
C1 -5.19 -1.54 2.99
O1 -4.72 -0.22 2.92
C2 -3.34 -0.07 2.96
C3 -2.83 1.24 2.96
C4 -1.48 1.47 3.01
C5 -0.57 0.42 3.06
C6 0.87 0.74 3.11
C7 1.82 -0.27 2.98
S1 3.57 0.08 2.99
C8 4.02 -1.01 4.37
C9 4.03 -1.13 1.72
O2 1.22 1.92 3.26
C10 -1.07 -0.89 3.07
C11 -2.42 -1.13 3.01
H1 -6.28 -1.53 2.99
H2 -4.85 -2.10 2.11
H3 -4.85 -2.02 3.91
H4 -3.52 2.05 2.92
H5 -1.09 2.48 3.01
H6 1.51 -1.28 2.83
H7 5.10 -1.13 4.42
H8 3.68 -0.58 5.31
H9 3.56 -1.99 4.26
H10 5.11 -1.20 1.66
H11 3.63 -2.11 1.95
H12 3.65 -0.82 0.75
H13 -0.39 -1.72 3.12
H14 -2.77 -2.14 3.01
C12 6.02 -1.50 -3.48
O3 6.43 -0.66 -2.43
C13 5.46 0.21 -1.95
C14 5.74 0.89 -0.75
C15 4.81 1.71 -0.16
C16 3.54 1.90 -0.73
C17 2.59 2.70 -0.05
C18 1.22 2.88 -0.33
C19 0.53 3.95 0.28
C20 -0.78 4.20 0.00
C21 -1.51 3.39 -0.89
O4 -2.83 3.75 -1.14
C22 -3.47 3.01 -2.16
C23 -0.85 2.27 -1.44
C24 0.46 2.02 -1.16
C25 3.31 1.30 -1.99
C26 4.23 0.48 -2.57
H15 6.83 -2.18 -3.71
H16 5.15 -2.08 -3.17
H17 5.79 -0.91 -4.37
H18 6.70 0.75 -0.29
H19 5.05 2.22 0.76
H20 2.97 3.25 0.79
H21 1.07 4.59 0.96
H22 -1.29 5.03 0.45
H23 -4.48 3.40 -2.28
H24 -2.93 3.12 -3.10
H25 -3.54 1.96 -1.87
H26 -1.40 1.59 -2.07
H27 0.90 1.11 -1.51
H28 2.43 1.57 -2.55
H29 4.02 0.05 -3.54

- Orbital gap: 0.16873 hartree
- Molecular weight: 437.58 g mol⁻¹
- Total charge: +1
- Calculated total energy: -1706.93838 a.u.



A molecular structure, C26H30AuN5SSe2. Source: the Open Molecules 2025 dataset; level of theory: the ωB97M-V functional and the def2-TZVPD basis.

Cartesian coordinates (Å):
Au1 1.27 -5.00 -5.68
Se1 -5.27 9.44 11.93
Se2 -4.37 11.22 12.97
C1 -5.39 11.02 14.60
C2 -5.19 11.93 15.61
C3 -5.94 11.75 16.77
C4 -6.83 10.69 16.83
C5 -6.94 9.84 15.73
N1 -6.23 10.00 14.62
C6 -4.40 9.67 10.22
C7 -4.15 10.89 9.62
C8 -3.56 10.86 8.36
C9 -3.29 9.63 7.78
C10 -3.62 8.47 8.46
N2 -4.17 8.49 9.68
H1 -4.48 12.75 15.52
H2 -5.83 12.43 17.60
H3 -7.43 10.52 17.71
H4 -7.63 9.00 15.74
H5 -4.41 11.83 10.09
H6 -3.32 11.78 7.85
H7 -2.83 9.57 6.80
H8 -3.44 7.49 8.03
N3 3.26 -4.59 -5.45
S1 4.49 -5.63 -5.57
C11 4.74 -6.04 -7.25
C12 4.48 -5.11 -8.26
C13 4.79 -5.47 -9.55
C14 5.34 -6.73 -9.82
C15 5.57 -7.64 -8.80
C16 5.26 -7.32 -7.49
C17 5.92 -4.97 -4.86
C18 7.01 -4.60 -5.65
C19 8.13 -4.10 -5.00
C20 8.15 -4.00 -3.61
C21 7.05 -4.39 -2.84
C22 5.93 -4.89 -3.45
H9 3.52 -3.77 -4.91
H10 4.09 -4.13 -8.02
H11 4.64 -4.77 -10.36
H12 5.59 -6.99 -10.84
H13 5.99 -8.61 -9.02
H14 5.44 -8.02 -6.68
H15 6.99 -4.69 -6.72
H16 8.99 -3.80 -5.58
H17 9.03 -3.61 -3.12
H18 7.09 -4.31 -1.76
H19 5.09 -5.25 -2.87
N4 -3.50 -5.28 -6.96
C23 -3.13 -4.47 -5.74
C24 -1.64 -4.16 -5.75
N5 -0.80 -5.39 -5.84
C25 -1.19 -6.18 -7.04
C26 -2.67 -6.53 -7.06
H20 -3.40 -4.72 -7.81
H21 -4.50 -5.53 -6.91
H22 -3.42 -5.06 -4.87
H23 -3.71 -3.55 -5.75
H24 -1.39 -3.61 -4.84
H25 -1.38 -3.52 -6.60
H26 -1.00 -5.96 -5.01
H27 -0.61 -7.10 -7.07
H28 -0.91 -5.59 -7.92
H29 -2.95 -7.16 -6.21
H30 -2.93 -7.05 -7.97

- Relative energy (zero: lowest compared OMol25 entry of this formula, charge and spin): 141.9 kJ/mol
- ⟨S²⟩: 2.020
- Orbital gap (alpha / beta): 0.19167 / 0.06886 hartree
- Molecular weight: 799.51 g mol⁻¹
- Total charge: +4
- Calculated total energy: -6617.87424 a.u.
- Spin multiplicity: 3